[1]
{"formula": "C11H12ClNO7P2", "method": "wB97M-V/def2-TZVPD", "elements": ["Cl", "P", "P", "O", "O", "O", "O", "O", "O", "O", "N", "C", "C", "C", "C", "C", "C", "C", "C", "C", "C", "C", "H", "H", "H", "H", "H", "H", "H", "H", "H", "H", "H", "H"], "coordinates": [[5.75068, 1.08889, 0.62915], [-1.46035, -0.66723, 1.63771], [-2.22963, -2.52259, -0.07797], [-1.32774, 0.78413, 1.92491], [-2.98529, 0.14783, -0.64640], [-1.13945, -3.34979, 0.51794], [-2.46522, -1.38053, 2.45559], [-2.29355, -3.08683, -1.55651], [-3.59187, -2.80383, 0.66210], [-0.11687, -1.42905, 1.97015], [-0.01094, 0.76969, -0.75471], [1.21790, 3.21295, -0.33948], [-0.11124, 3.12217, -0.74451], [-0.69284, -0.50222, -1.01812], [-1.89709, -0.74524, -0.13253], [4.05532, 0.99915, 0.25735], [2.13272, -0.34986, -0.23170], [3.31725, 2.14631, 0.11338], [-0.70168, 1.90104, -0.95963], [3.48418, -0.23972, 0.03496], [1.30344, 0.79156, -0.42056], [1.93447, 2.05966, -0.20634], [3.78096, 3.14826, 0.31340], [0.02988, -1.35107, -0.89620], [4.04703, -1.16491, 0.26062], [-0.67134, 4.05755, -0.86591], [-3.80978, 0.01357, -0.12995], [-0.95531, -0.48171, -2.02251], [1.63688, 4.17829, -0.13478], [-3.38194, -2.45502, 1.58275], [-2.48886, -4.02459, -1.33298], [-0.37225, -2.33198, 1.69730], [1.77147, -1.36299, -0.29001], [-1.75892, 1.82811, -1.29651]], "forces_ev_per_angstrom": [[-0.234, 0.013, 0.032], [-0.012, 4.163, 4.030], [0.270, -2.231, 0.023], [0.631, 0.343, -0.821], [0.781, -1.543, 1.226], [0.370, 0.913, 0.433], [-1.996, -1.379, -0.418], [-1.564, -0.310, -0.370], [-0.089, 0.469, -0.979], [1.045, 0.145, -1.352], [-0.336, 0.273, -0.391], [-2.406, 0.487, -0.550], [0.661, 1.499, 0.346], [0.961, -1.283, 1.497], [-0.874, -0.218, -1.404], [0.595, 1.435, -0.342], [0.324, -0.226, -0.250], [0.623, 0.304, 0.606], [-0.650, -0.276, -0.080], [-1.167, -1.349, 0.672], [1.575, 0.392, 0.738], [1.207, -1.168, 0.084], [-0.570, -1.138, -0.323], [-0.776, 0.960, -0.011], [-0.292, 0.725, -0.437], [0.033, -0.677, -0.032], [0.832, -0.006, -0.121], [-0.759, -0.035, -1.909], [0.311, 0.240, 0.013], [-0.087, 0.311, 0.386], [0.273, 0.220, -0.934], [0.557, -0.833, 0.183], [-0.288, 0.057, -0.007], [1.054, -0.276, 0.461]], "nbo_charge": [0.0323, 2.3267, 2.3183, -1.1595, -0.7281, -1.1376, -1.1622, -0.9683, -1.0089, -1.0084, -0.2754, -0.0428, -0.2520, -0.2374, -0.5081, -0.0380, -0.2131, -0.1690, 0.1531, -0.1692, 0.2882, -0.1144, 0.2414, 0.2619, 0.2499, 0.2452, 0.5073, 0.2308, 0.2321, 0.5533, 0.5077, 0.5229, 0.2447, 0.2766], "lumo_ev": -1.85, "energy_ha": -2150.8683, "fmax_ev_per_a": 5.794}



[2]
{"formula": "C5H9NO", "method": "wB97M-V/def2-TZVPD", "elements": ["O", "N", "C", "C", "C", "C", "C", "H", "H", "H", "H", "H", "H", "H", "H", "H"], "coordinates": [[-2.28426, 1.12864, -0.09136], [2.73056, 1.01253, -1.85420], [1.81035, 0.55006, -1.32612], [0.14438, -1.32469, -0.50959], [0.85280, 0.10290, 0.96573], [-0.42703, -0.65522, 1.15370], [0.66016, 0.11167, -0.55166], [1.64884, -0.59544, 1.22621], [1.00532, -2.02254, -0.43589], [-2.41857, 0.60991, -0.90625], [0.97846, 1.03801, 1.50524], [-0.35648, -1.66644, -1.45104], [-0.50505, -1.19269, 2.11652], [-0.20560, 0.71546, -0.84688], [-1.23202, 0.10232, 1.17080], [-2.40188, 2.08551, -0.16522]], "forces_ev_per_angstrom": [[-0.277, -0.037, 0.062], [-0.805, -0.550, 0.357], [1.008, 0.376, -0.634], [-0.329, 0.269, 0.718], [0.385, 0.239, 0.141], [0.206, -0.726, -0.636], [0.222, 0.269, 0.103], [0.453, 0.377, -0.176], [-0.635, 0.311, 0.812], [-0.163, 1.081, 0.354], [-0.013, 0.162, -0.054], [-0.577, 0.350, 1.200], [0.159, -0.625, -0.927], [0.451, 0.243, 0.322], [0.130, -1.235, -0.866], [-0.215, -0.506, -0.777]], "nbo_charge": [-0.9676, -0.3361, 0.2934, -0.3752, -0.3938, -0.3612, -0.3767, 0.2008, 0.2084, 0.4924, 0.2086, 0.2089, 0.2049, 0.2522, 0.2481, 0.4929], "lumo_ev": 0.45, "energy_ha": -325.8064, "relative_energy_ev": 3.568, "smiles": "N#CC1CCC1.O", "fmax_ev_per_a": 1.514}



[3]
{"formula": "C37H45Br3Cl4F5Li2NO12S", "method": "wB97M-V/def2-TZVPD", "elements": ["Br", "Br", "Br", "Cl", "Cl", "Cl", "Cl", "S", "F", "F", "F", "F", "F", "O", "O", "O", "O", "O", "O", "O", "O", "O", "O", "O", "O", "N", "C", "C", "C", "C", "C", "C", "C", "C", "C", "C", "C", "C", "C", "C", "C", "C", "C", "C", "C", "C", "C", "C", "C", "C", "C", "C", "C", "C", "C", "C", "C", "C", "C", "C", "C", "C", "C", "Li", "Li", "H", "H", "H", "H", "H", "H", "H", "H", "H", "H", "H", "H", "H", "H", "H", "H", "H", "H", "H", "H", "H", "H", "H", "H", "H", "H", "H", "H", "H", "H", "H", "H", "H", "H", "H", "H", "H", "H", "H", "H", "H", "H", "H", "H", "H"], "coordinates": [[7.48532, -6.89798, 0.92517], [4.99101, -8.77208, 1.70612], [4.93452, -7.08545, -1.02980], [-5.79386, -4.48895, -4.47149], [4.63774, -4.08222, -2.52767], [1.04907, 5.74843, 7.42158], [0.18967, 4.59295, 9.95818], [2.52030, 3.72966, -1.81115], [-1.54901, -0.44662, 1.26610], [-1.33399, -7.28432, 1.75422], [-3.73644, 0.25103, 0.51359], [-0.79170, 2.05376, -0.62135], [-2.83461, 1.30718, -1.70810], [2.96841, -1.50966, -3.92867], [8.39881, -1.49641, -8.22591], [-2.26851, 7.81549, 5.48822], [6.61483, -0.66675, -6.33645], [-2.58638, 4.09893, 4.50269], [-1.39893, 9.30461, 6.81863], [7.10896, -5.88557, -7.11003], [5.26184, -5.05303, -5.28355], [-0.00207, 8.02506, 5.55274], [-0.34907, -5.48539, -3.85331], [-7.25426, -1.87608, -1.57794], [-3.14355, -7.37449, -2.62721], [-3.30398, 2.14179, 5.25515], [-0.18675, -3.23942, -2.62798], [7.79868, -3.71593, -7.72339], [1.22255, 3.11278, -2.99162], [-1.65557, -3.03757, -2.10327], [1.93255, -4.94501, -2.87267], [-2.05620, -1.62851, -1.54473], [-5.14555, -3.18387, -2.31337], [-2.34252, 0.57238, 0.58438], [2.84206, -3.80976, -2.88819], [7.66169, -2.40428, -7.51891], [6.01849, -4.14688, -5.97095], [2.28966, -2.30943, -3.21606], [2.57695, -7.51943, -1.74911], [0.35628, -4.66784, -3.19406], [6.04607, -8.02045, 0.26102], [-2.36213, 1.15662, 4.64764], [-2.69216, -4.29776, -2.17103], [-5.80332, -1.93470, -1.51706], [6.99853, -4.67981, -6.95882], [1.45442, 0.58499, -1.99846], [5.88376, -2.83466, -5.76380], [6.70097, -1.87181, -6.51111], [1.37168, 4.51429, 8.64579], [0.25041, 11.03624, 6.37599], [-1.69135, 0.96114, -0.87580], [2.42180, -6.44064, -2.50812], [-1.10927, 8.34522, 5.92422], [0.82281, -1.99298, -2.60498], [1.29924, 1.52814, -3.31181], [-4.07778, -4.01328, -1.38589], [-0.27246, 10.00754, 7.36076], [-7.64804, -0.60601, -2.20006], [-2.10650, 6.84448, 4.45722], [-2.66903, 3.41224, 5.49546], [0.37770, -0.60068, -2.02572], [-1.06770, -0.37092, -1.46922], [-2.24632, 3.80810, 6.87483], [-0.75180, -5.89161, -0.48653], [-0.46953, 3.43376, 0.93679], [0.64686, 10.55779, 5.47646], [-5.40117, -1.96710, -0.41906], [2.36843, 4.67439, 9.05628], [2.62198, -8.51004, -1.15196], [-3.78583, -3.41245, -0.43024], [8.11834, -0.61978, -7.89447], [-1.77804, 7.33218, 3.53579], [0.40887, 1.21036, -3.96572], [1.40854, 3.65233, -4.00907], [-8.79889, -0.50429, -2.05552], [-7.14850, 0.30666, -1.67360], [2.52277, 0.12273, -2.06791], [5.54591, -5.93074, -5.61034], [-3.71801, 1.77886, 6.11553], [-6.02104, -3.90470, -2.62669], [2.25077, 1.37897, -3.97011], [-1.26200, 4.27959, 6.83144], [-7.35567, -0.59724, -3.32522], [1.31851, 3.53033, 8.18000], [1.04768, 11.63262, 6.82616], [-4.55625, -5.04124, -1.11547], [-1.40206, 6.06527, 4.75277], [-3.07659, 6.38040, 4.27630], [-0.55355, 11.70296, 6.05257], [-0.62340, 10.51546, 8.26265], [-2.17985, 2.92514, 7.51548], [-2.83536, 0.17552, 4.70109], [5.17745, -2.43429, -5.04795], [8.49379, -4.11545, -8.45011], [-2.86199, -4.63484, -3.27336], [-2.11210, -5.18239, -1.67783], [-4.00861, 2.35466, 4.54132], [-5.37880, -0.96798, -1.97839], [-2.57339, -6.82669, -3.15829], [-1.43206, 1.15673, 5.21878], [-4.61676, -2.79611, -3.27054], [-3.14000, -1.50393, -1.16699], [6.51021, -8.85641, -0.26318], [3.66941, 2.93748, -1.98196], [0.50997, 9.30753, 7.66847], [-2.98020, 4.50067, 7.29255], [0.14197, 3.36030, -2.69432], [1.46842, 1.18833, -1.00056], [-2.18814, 1.43756, 3.60824], [-2.22807, 1.52235, 1.25583]], "forces_ev_per_angstrom": [[-0.209, -0.174, -0.044], [0.157, 0.232, -0.338], [1.690, -0.363, 1.152], [-0.375, -1.063, -2.018], [-2.932, 0.964, -0.569], [0.012, -0.027, -0.103], [-0.017, -0.101, 0.018], [-0.023, -0.313, 0.182], [-2.319, 2.250, -1.818], [0.603, 1.050, -1.109], [3.676, 0.249, 0.186], [-1.637, -1.263, -0.656], [3.146, 0.291, 2.012], [-2.776, -3.181, 3.206], [-0.982, -0.375, 1.001], [0.386, 0.158, 0.306], [0.282, -0.266, -0.301], [0.074, -1.016, 0.690], [-0.075, -0.753, -0.340], [-0.265, 0.356, 0.277], [1.087, 0.329, -1.188], [-0.658, -0.003, 0.216], [3.084, 3.566, 3.220], [1.204, 1.784, -0.520], [0.101, 0.058, 0.880], [-0.856, -1.067, 0.022], [-0.549, 3.173, 1.097], [-0.083, -0.313, 0.080], [-0.190, -1.083, -2.387], [1.959, 1.901, -0.481], [2.224, 0.612, 0.373], [2.508, 0.046, -0.847], [0.246, 0.675, 1.536], [-0.007, 0.749, 1.096], [-1.904, -2.327, 0.179], [0.977, 0.441, -0.983], [-1.027, -0.457, 0.955], [1.215, 1.410, -1.268], [-2.349, 5.094, -4.273], [-1.192, -1.294, -1.623], [0.341, -0.034, -0.127], [0.318, -0.819, 0.018], [0.457, 0.565, 0.376], [1.526, -0.046, -0.076], [0.518, -0.336, -0.545], [0.564, -0.612, -0.361], [0.113, 0.389, -0.059], [-0.579, 0.179, 0.565], [0.251, -0.138, -0.011], [-0.002, -0.063, -0.349], [-1.934, -3.307, -0.223], [-0.997, -3.013, 4.201], [0.088, 0.489, 0.082], [-2.764, -0.706, 0.950], [0.971, 0.320, -0.155], [0.136, -0.113, -0.621], [0.565, 0.503, 0.183], [-0.595, 0.074, 0.105], [0.027, -0.040, -0.319], [0.779, 3.122, -0.865], [-1.022, -1.351, 0.181], [1.234, -4.145, -2.202], [0.132, -0.999, -0.116], [-0.770, -1.422, 1.193], [0.161, -0.095, -0.328], [0.040, -0.012, 0.176], [-1.127, 0.074, -1.512], [-0.230, 0.059, -0.040], [-0.243, 2.266, -1.636], [-0.719, -1.165, -1.355], [0.076, -0.169, -0.083], [0.119, -0.083, 0.106], [1.226, 0.550, 1.131], [-0.434, -0.910, 1.868], [2.069, -0.268, -0.443], [-0.752, -1.543, -0.804], [-2.052, 0.659, 0.207], [-0.101, 0.138, 0.076], [-0.232, -0.194, -0.180], [1.771, 1.506, 0.731], [-1.731, 0.130, 1.181], [-0.169, 0.177, -0.033], [-0.589, -0.023, 1.869], [-0.048, 0.188, 0.090], [-0.105, -0.061, 0.007], [1.124, 1.833, -0.374], [0.018, 0.349, -0.086], [0.066, 0.327, 0.213], [0.058, 0.004, 0.185], [-0.253, -0.231, -0.167], [-0.012, 0.144, 0.169], [0.140, 0.079, -0.105], [-0.008, 0.008, -0.032], [-0.028, 0.017, 0.035], [0.211, 0.738, 1.963], [-1.355, 1.229, -0.969], [-0.324, -0.247, 0.332], [-0.583, -1.242, 0.679], [0.319, 0.215, -0.710], [-0.114, -0.012, -0.113], [-1.065, -0.708, 1.800], [1.985, -0.251, -0.763], [-0.113, 0.255, 0.206], [-1.554, 0.424, -0.312], [-0.155, -0.052, -0.202], [0.078, 0.064, -0.033], [1.874, -0.007, 0.190], [-0.396, -1.091, -1.881], [0.054, 0.060, 0.238], [-0.460, -1.581, -0.932]], "lowdin_charge": [0.5465, 0.5788, 0.7107, -0.1712, 0.6267, 0.5579, 0.5081, 0.6059, -0.0089, -0.8747, 0.0193, -0.0822, 0.0403, 0.0347, 0.0882, 0.0046, 0.1063, 0.0908, 0.0335, 0.1144, 0.0340, 0.0705, 0.0991, -0.2255, -0.3578, 0.0795, 0.0331, 0.0775, -0.5619, -0.0442, -0.1071, 0.1014, -0.3356, -0.1669, -0.3833, -0.2196, -0.2191, -0.2453, -0.0952, -0.2284, -1.5676, 0.0383, -0.1744, -0.2465, -0.3088, -0.1871, 0.0712, -0.3080, -1.0173, -0.0642, -0.2571, -0.0959, -0.5891, 0.0312, -0.2349, -0.1714, -0.2103, -0.1292, -0.0593, -0.4328, -0.0474, -0.0102, 0.0405, 0.7333, 0.5625, 0.0753, 0.1097, 0.0324, 0.0840, 0.0958, 0.1148, 0.1056, 0.1275, 0.0858, 0.0993, 0.0849, 0.1148, 0.1201, 0.1920, -0.0322, 0.1208, 0.0574, 0.1096, 0.0238, 0.0834, 0.1395, 0.0715, 0.0856, 0.0842, 0.1255, 0.0946, 0.1224, 0.1015, 0.1374, 0.1296, 0.0509, 0.1986, 0.0965, -0.1684, 0.1198, 0.0531, 0.0909, -0.0245, -0.0978, 0.1193, 0.1214, 0.0709, 0.0881, 0.0737, 0.1103], "lumo_ev": -3.59, "energy_ha": -12868.9368, "fmax_ev_per_a": 7.051}



Question: What is the formula in the second record?
Answer: C5H9NO